Here is 5 unconnected molecules or ions with the total composition C33H79N5O4S from OMol25. Energies are from ωB97M-V with the def2-TZVPD basis set.

Its SMILES is CCOCC[C@H]1CCOS(=O)(=O)[C@@H]1CN.CCN(CC)CC.CCN(CC)CC.CCN(CC)CC.CCN(CC)CC. The energy relative to the best compared isomer or geometry (same formula, charge and spin) is 0.00 kJ/mol. The value obtained for the orbital gap is 8.5 eV.

Geometry as XYZ:
```
122
Properties=species:S:1:pos:R:3:forces:R:3
C 4.98753 -0.33588 1.61691 -0.0697 0.0653 -0.0241
C 5.26932 0.56979 0.42356 0.0232 -0.0986 0.1067
O 4.44593 0.26270 -0.69374 -0.0400 0.0494 -0.0958
C 3.43982 1.20852 -0.99628 -0.0021 -0.0164 0.0268
C 2.20097 1.02505 -0.12485 0.0015 0.0690 -0.0400
C 1.19414 2.18806 -0.08446 -0.0868 -0.1767 -0.0040
C -0.12902 1.59678 0.41429 0.2294 0.0524 0.2750
C -1.17614 2.61802 0.77328 -0.5409 -0.2123 -0.1118
O -0.73961 3.37586 1.92682 0.2558 -0.0864 -0.0448
S 0.44362 4.36710 1.56889 -0.0647 0.2097 0.1878
O -0.04060 5.31437 0.60698 0.1194 -0.1562 -0.2149
O 0.96179 4.84252 2.81178 -0.0834 -0.0249 0.0557
C 1.70244 3.31262 0.84178 0.0765 0.0472 -0.2339
C 2.72421 4.31018 0.20745 -0.0912 -0.0606 0.0587
N 2.56718 4.45848 -1.23758 0.1976 0.1639 0.0240
H 4.12686 -0.00755 2.20077 -0.0258 -0.0142 -0.0142
H 5.85028 -0.37058 2.28441 -0.0131 0.0093 -0.0024
H 4.78242 -1.34618 1.26308 0.0775 -0.0249 0.0158
H 5.15335 1.62620 0.69591 0.0121 -0.0185 -0.0002
H 6.30475 0.43048 0.10189 -0.0289 -0.0039 -0.0466
H 3.18859 1.05404 -2.04778 -0.0321 0.0499 0.0172
H 3.84271 2.22121 -0.90742 0.0508 -0.0058 0.0473
H 1.67000 0.13474 -0.47321 0.0775 -0.0414 -0.0010
H 2.51899 0.80189 0.89819 -0.0148 0.0296 0.0094
H 1.06269 2.59475 -1.08927 -0.0322 0.0964 0.0439
H 0.08465 1.02759 1.32803 -0.0849 -0.0660 -0.0295
H -0.53283 0.88497 -0.30902 0.0211 0.1085 -0.1003
H -1.42838 3.31033 -0.03146 0.1561 -0.0049 -0.0320
H -2.09498 2.11927 1.07637 -0.0095 0.0908 0.1393
H 2.16113 2.84317 1.71583 -0.0744 0.1139 0.0998
H 3.72843 3.98670 0.48368 -0.0009 -0.0903 -0.1254
H 2.59164 5.27867 0.69058 0.0903 -0.0216 0.0704
H 2.34682 5.41731 -1.47282 -0.1321 -0.0802 0.0049
H 3.42307 4.22830 -1.72520 -0.0507 -0.0329 0.0055
C 3.98156 -1.34172 6.61510 0.0173 0.0153 -0.0020
C 2.94777 -0.43403 5.96690 0.0007 -0.0015 0.0244
N 2.22704 -1.07985 4.88358 0.0090 0.0076 0.0009
C 1.47238 -0.15641 4.05803 0.0017 0.0456 -0.0834
C 0.30470 0.61501 4.68550 -0.0185 0.0121 -0.1643
C 1.55937 -2.32637 5.22275 -0.0111 -0.0728 0.0068
C 0.53206 -2.29860 6.36070 -0.0203 -0.0268 -0.0204
H 4.65003 -1.76124 5.86181 -0.0116 -0.0104 -0.0048
H 4.57866 -0.77169 7.32782 0.0012 -0.0021 -0.0012
H 3.52058 -2.16529 7.16165 -0.0054 -0.0001 -0.0022
H 3.45929 0.43164 5.53594 -0.0205 0.0110 -0.0036
H 2.28202 -0.03653 6.74947 -0.0029 -0.0026 -0.0051
H 1.10699 -0.71231 3.18815 -0.0039 -0.0175 0.0086
H 2.18939 0.57603 3.66734 0.0080 0.0125 0.0294
H -0.56592 -0.01627 4.86115 0.0373 -0.0378 0.0352
H -0.00033 1.40380 3.99299 -0.0384 0.0484 0.0725
H 0.58116 1.09021 5.62693 0.0291 0.0073 -0.0131
H 2.32745 -3.06248 5.47145 0.0230 0.0290 0.0121
H 1.08462 -2.69762 4.31073 -0.0110 0.0209 -0.0001
H 0.91538 -1.77146 7.23581 0.0144 -0.0133 0.0035
H 0.29970 -3.31930 6.67024 -0.0073 0.0004 -0.0074
H -0.40289 -1.82446 6.06567 0.0201 0.0420 0.0140
C -4.42439 0.33982 -4.41786 -0.0824 -0.0276 0.0284
C -3.79529 1.66286 -4.01406 -0.0259 -0.0053 -0.0014
N -2.42458 1.52229 -3.55540 0.0184 -0.0107 0.0111
C -1.92157 2.69088 -2.85988 0.0576 0.0822 0.1532
C -1.75196 3.99870 -3.63991 0.0194 0.0103 -0.0043
C -1.50726 0.88481 -4.48620 0.0386 -0.0515 -0.0311
C -1.34702 1.51393 -5.87508 0.0383 -0.0102 -0.0010
H -4.32497 -0.38962 -3.61282 0.0066 -0.0062 -0.0064
H -5.48793 0.48522 -4.61229 -0.0025 -0.0139 0.0009
H -3.98145 -0.07975 -5.32211 0.0325 0.0346 -0.0002
H -4.36651 2.07728 -3.17746 0.0066 0.0206 -0.0045
H -3.90256 2.38128 -4.84251 0.0165 -0.0045 -0.0025
H -0.95951 2.42554 -2.40928 0.0072 -0.0272 -0.0331
H -2.60300 2.87985 -2.02287 -0.0450 -0.0140 -0.0375
H -0.90171 3.96135 -4.32010 -0.0239 -0.0150 -0.0241
H -1.57406 4.81884 -2.94145 0.0059 -0.0074 0.0056
H -2.64447 4.24331 -4.21760 -0.0041 -0.0060 0.0022
H -1.82592 -0.15243 -4.61456 -0.0383 0.0109 0.0059
H -0.53161 0.83225 -3.99465 -0.0016 0.0256 0.0012
H -2.31386 1.74593 -6.32446 -0.0057 -0.0199 -0.0010
H -0.83833 0.81242 -6.53896 0.0087 0.0043 0.0025
H -0.75815 2.42971 -5.85177 -0.0425 0.0221 0.0081
C -5.41113 0.07587 0.45893 0.0234 0.0103 -0.0181
C -6.40952 1.00190 -0.21905 0.0160 -0.0179 0.0222
N -7.25319 0.31843 -1.18349 -0.0111 0.0289 -0.0185
C -7.98251 1.22220 -2.05534 0.0188 0.0718 -0.1077
C -9.03131 2.14641 -1.42563 -0.0241 -0.0021 -0.0306
C -7.99845 -0.82358 -0.67844 0.0153 -0.0784 0.0321
C -8.94800 -0.59480 0.50376 -0.0199 -0.0257 -0.0133
H -4.83096 -0.47284 -0.28484 -0.0092 -0.0047 -0.0035
H -4.72343 0.66022 1.07234 -0.0020 -0.0005 0.0043
H -5.89872 -0.64543 1.11572 -0.0038 0.0000 0.0004
H -5.85713 1.76969 -0.76939 -0.0260 0.0162 -0.0043
H -6.98377 1.53416 0.55611 0.0001 -0.0052 -0.0002
H -8.45609 0.62617 -2.84048 -0.0001 -0.0395 0.0299
H -7.23842 1.84593 -2.56260 0.0250 -0.0037 0.0333
H -9.92954 1.60671 -1.12853 0.0163 -0.0068 0.0295
H -9.33241 2.90558 -2.15007 0.0012 -0.0039 -0.0029
H -8.63935 2.66612 -0.55047 0.0073 0.0002 -0.0013
H -7.27772 -1.59324 -0.39173 0.0250 0.0238 0.0016
H -8.55425 -1.24503 -1.51972 -0.0171 0.0276 -0.0005
H -8.47138 -0.01490 1.29591 0.0128 -0.0122 0.0026
H -9.23756 -1.55617 0.93214 -0.0066 0.0001 -0.0051
H -9.86111 -0.07850 0.21192 0.0226 0.0386 0.0084
C 5.94741 -2.60867 -1.37863 0.0420 0.0050 -0.0389
C 5.96679 -4.09922 -1.67394 -0.0260 0.0172 0.0079
N 5.28730 -4.87771 -0.65184 -0.0076 -0.0019 -0.0316
C 5.52928 -6.30604 -0.74736 0.0313 -0.0496 0.0385
C 5.01119 -7.04461 -1.98698 -0.0053 -0.0281 0.0128
C 3.92057 -4.47557 -0.35986 -0.0384 0.0377 0.0483
C 2.91657 -4.45415 -1.51888 -0.0281 -0.0095 0.0235
H 6.32908 -2.41181 -0.37492 -0.0030 -0.0140 0.0036
H 6.57355 -2.07397 -2.09459 0.0049 -0.0139 -0.0033
H 4.94691 -2.18441 -1.45044 0.0084 0.0262 0.0144
H 7.00251 -4.44945 -1.70547 -0.0052 -0.0161 0.0027
H 5.55729 -4.26411 -2.68397 -0.0034 -0.0097 0.0049
H 5.11227 -6.77462 0.14848 -0.0098 0.0099 -0.0015
H 6.61250 -6.45100 -0.68757 0.0031 0.0261 -0.0190
H 3.92762 -7.15668 -1.97511 -0.0004 0.0276 -0.0112
H 5.44282 -8.04675 -2.02406 -0.0036 -0.0011 0.0033
H 5.29105 -6.53239 -2.90851 0.0071 0.0030 0.0034
H 3.95070 -3.47557 0.08076 0.0279 0.0064 -0.0198
H 3.55160 -5.13230 0.43224 0.0034 -0.0213 -0.0188
H 3.32745 -3.95251 -2.39655 0.0016 0.0179 0.0095
H 2.02193 -3.90504 -1.21802 -0.0032 -0.0074 0.0035
H 2.60291 -5.45343 -1.81754 0.0349 0.0018 -0.0299
```
Forces are in eV/Å.

Atomic partial charges in e from the Mulliken method, atoms 1 to 2: atom 1 (C): -0.28, atom 2 (C): -0.28